# 1
Density functional theory data (wB97M-V/def2-TZVPD) for a single C6H16O2Si2 molecule in a non-equilibrium geometry.

Each line ends with the natural charge from an NBO analysis.
Geometry (Å):
C (1.09940, -0.21852, 0.82549)  0.01
C (-0.32037, 0.53313, 0.49753)  0.01
C (1.93331, -1.76509, -0.88661)  -0.24
C (-1.49002, -1.08260, 1.82255)  -0.30
C (-3.08639, 1.60226, -0.73149)  -1.05
C (1.69281, -0.44055, 2.27351)  -0.64
O (1.03712, -1.52201, 0.12936)  -0.58
O (-1.19357, 0.29595, 1.45762)  -0.59
Si (-0.00265, 2.08402, -2.83026)  0.32
Si (-1.29155, 1.09804, -1.19547)  0.69
H (1.89152, 0.47558, 0.27428)  0.19
H (1.78182, -1.16618, -1.74894)  0.18
H (1.78869, -2.72855, -1.22943)  0.19
H (2.95265, -1.85182, -0.39804)  0.16
H (-1.03474, -1.24496, 2.74453)  0.19
H (-0.77106, -1.73359, 1.25065)  0.23
H (-2.62062, -1.13743, 1.58442)  0.22
H (-3.12745, 1.50394, 0.28624)  0.24
H (-3.40525, 2.49688, -1.07185)  0.23
H (-3.78830, 0.70366, -1.04259)  0.24
H (1.55870, 0.50029, 2.90253)  0.22
H (2.83116, -0.70997, 2.20242)  0.23
H (1.07530, -1.16204, 2.75562)  0.21
H (0.98203, 0.91654, -3.08596)  -0.13
H (-0.54376, 2.30804, -4.24484)  -0.11
H (0.74373, 3.26912, -2.29300)  -0.12

Its largest force on an atom is 5.5 eV Å⁻¹. As for the SMILES: CO/C([C@@H](C)OC)=[Si](\C)[SiH3]. The value obtained for the gap between HOMO and LUMO is 6.90 eV.


# 2
Density functional theory data (wB97M-V/def2-TZVPD) for 4 unconnected molecules or ions with the total composition C6H16O3 in a non-equilibrium geometry.

Each line ends with the natural charge from an NBO analysis.
Geometry (Å):
C (-2.59928, -0.96574, -0.92765)  -0.61
C (-1.51272, -1.83973, -0.23355)  -0.44
C (1.57385, 1.69150, 1.20268)  -0.38
C (0.65103, 0.83685, 1.64242)  -0.24
C (-0.31166, 0.17791, 0.73473)  -0.27
C (-0.52102, -1.13063, 0.63870)  -0.17
H (-2.64237, 0.00958, -0.46566)  0.21
H (-3.54595, -1.50319, -0.90857)  0.21
H (-2.30636, -0.82121, -1.96937)  0.21
H (-0.99645, -2.53481, -0.88400)  0.23
H (-2.13856, -2.42272, 0.47029)  0.21
H (2.37905, 2.00161, 1.86172)  0.20
H (1.79055, 1.99435, 0.18604)  0.20
H (0.50081, 0.44024, 2.64747)  0.22
H (-0.92295, 0.78957, 0.08299)  0.21
H (0.01266, -1.85667, 1.26955)  0.20
H (-1.25259, 2.75235, 0.48540)  0.47
H (-0.66740, 3.92398, -0.25286)  0.47
O (-0.97403, 3.01964, -0.40263)  -0.94
H (2.42738, -0.70764, 0.60819)  0.47
H (3.50229, 0.07620, 0.04007)  0.46
O (3.37013, -0.63388, 0.65290)  -0.93
H (2.14618, -1.41043, -2.15781)  0.48
H (0.73564, -0.78234, -1.81054)  0.48
O (1.30176, -1.10481, -2.51049)  -0.95

Its largest force on an atom is 2.1 eV Å⁻¹. As for the SMILES: C=C/C=C/CC.O.O.O. The value obtained for the gap between HOMO and LUMO is 9.92 eV.


# 3
Density functional theory data (wB97M-V/def2-TZVPD) for a molecular structure, C6H16O3 in a non-equilibrium geometry.

Each line ends with the natural charge from an NBO analysis.
Geometry (Å):
C (-10.74625, 25.14792, 14.79341)  -0.28
O (-10.64270, 25.01689, 13.42700)  -0.70
H (-11.01513, 26.13279, 15.17527)  0.20
H (-11.46616, 24.42016, 15.16783)  0.18
H (-9.83394, 24.84045, 15.30453)  0.18
H (-9.71845, 24.93282, 13.18143)  0.52
C (-11.89387, 23.79073, 12.15200)  -0.26
O (-11.51021, 25.00850, 11.71765)  -0.76
H (-11.92184, 23.15396, 11.26778)  0.18
H (-11.17836, 23.35984, 12.85234)  0.15
H (-12.87833, 23.79336, 12.61993)  0.14
H (-11.28584, 25.47569, 12.52572)  0.44
C (-14.96823, 26.35735, 13.52756)  -0.43
C (-13.72703, 25.68992, 13.07063)  -0.44
C (-12.52229, 26.15188, 13.75891)  -0.05
O (-12.95361, 27.40406, 14.11330)  -0.54
C (-14.37647, 27.63984, 14.11754)  -0.07
H (-15.53869, 25.81340, 14.28042)  0.20
H (-15.65366, 26.48733, 12.69008)  0.22
H (-13.47741, 25.89039, 12.02873)  0.24
H (-13.90294, 24.61517, 13.02516)  0.20
H (-11.66408, 26.31126, 13.10608)  0.17
H (-12.27340, 25.41560, 14.52315)  0.17
H (-14.51712, 28.45800, 13.41119)  0.18
H (-14.68264, 27.94760, 15.11736)  0.18

Its largest force on an atom is 11.0 eV Å⁻¹. The value obtained for the gap between HOMO and LUMO is 9.26 eV.


# 4
Density functional theory data (wB97M-V/def2-TZVPD) for 5 unconnected molecules or ions with the total composition C6H16O4 in a non-equilibrium geometry.

Each line ends with the natural charge from an NBO analysis.
Geometry (Å):
C (-1.79259, 0.06199, 1.33019)  -0.38
C (-1.93256, -0.65634, 0.20451)  -0.66
C (-0.27994, -1.30268, 2.75909)  -0.48
C (-0.54757, -0.18321, 2.08154)  -0.03
C (0.18927, 1.12527, 2.09041)  -0.28
C (0.60512, 1.49091, 3.32689)  -0.54
H (-2.51077, 0.68703, 1.88737)  0.19
H (-2.69565, -0.61820, -0.60029)  0.18
H (-1.32699, -1.50036, -0.07382)  0.17
H (0.69571, -1.50190, 3.15171)  0.18
H (-0.95683, -2.14685, 2.74863)  0.18
H (0.29919, 1.69955, 1.18445)  0.20
H (1.12331, 2.43038, 3.42125)  0.17
H (0.28094, 0.89280, 4.18226)  0.19
H (-0.53317, 1.47742, -3.19841)  0.51
H (-1.22034, 0.90302, -4.55908)  0.46
O (-0.86685, 1.65786, -4.09765)  -1.00
H (1.60168, 0.87421, -1.76228)  0.51
H (2.98497, 0.27898, -2.45672)  0.47
O (2.50512, 1.01251, -2.08132)  -1.00
H (1.76398, -3.38512, -1.23772)  0.46
H (1.57690, -3.11107, -2.52292)  0.45
O (2.32750, -2.92964, -1.91043)  -0.92
H (-0.42477, 0.10927, -1.19486)  0.48
H (-0.68101, 1.63047, -1.06822)  0.50
O (-0.18464, 1.00371, -1.60460)  -1.01

Its largest force on an atom is 3.4 eV Å⁻¹. The net charge is -1. Its spin multiplicity is 2. The value obtained for the gap between HOMO and LUMO (alpha / beta) is 2.93 / 7.63 eV.


# 5
Density functional theory data (wB97M-V/def2-TZVPD) for 3 unconnected molecules or ions with the total composition C6H16O4 in a non-equilibrium geometry.

Each line ends with the natural charge from an NBO analysis.
Geometry (Å):
O (-1.90560, -0.24148, 1.10792)  -0.63
C (-1.85163, -0.77130, 0.02714)  0.81
O (-2.80339, -0.56310, -0.90699)  -0.69
C (-0.71716, -1.57025, -0.51863)  -0.52
C (0.38736, -0.62961, -1.06738)  -0.38
C (1.21888, 0.02100, 0.02994)  -0.23
C (1.90204, 1.34265, -0.38401)  -0.61
C (2.20255, -0.98957, 0.65534)  -0.61
H (-3.49599, -0.00799, -0.47589)  0.49
H (-1.10399, -2.25403, -1.28319)  0.24
H (-0.28762, -2.22566, 0.24045)  0.23
H (-0.14152, 0.16762, -1.58072)  0.21
H (0.99890, -1.13714, -1.80316)  0.22
H (0.56826, 0.28530, 0.86292)  0.21
H (1.42844, 2.15944, 0.13424)  0.21
H (2.97075, 1.30880, -0.13722)  0.21
H (1.81018, 1.55230, -1.44327)  0.21
H (3.02296, -0.53285, 1.19989)  0.21
H (2.67290, -1.61092, -0.09678)  0.20
H (1.65939, -1.66176, 1.30989)  0.20
H (-1.25342, 0.32560, 3.13701)  0.49
H (-0.00652, 0.33739, 4.05966)  0.46
O (-0.93471, 0.58272, 4.00971)  -0.95
H (-1.50216, 2.41021, -2.00907)  0.47
H (-2.79201, 1.62057, -2.33922)  0.47
O (-2.04689, 2.08208, -2.72859)  -0.94

Its largest force on an atom is 1.1 eV Å⁻¹. As for the SMILES: CC(C)CCC(=O)O.O.O. The value obtained for the gap between HOMO and LUMO is 11.29 eV.


# 6
Density functional theory data (wB97M-V/def2-TZVPD) for a single C6H16O4Si molecule in a non-equilibrium geometry.

Each line ends with the natural charge from an NBO analysis.
Geometry (Å):
O (0.60761, -2.23865, -0.41882)  -0.74
O (1.19639, 0.78140, -3.30906)  -0.70
O (-1.13762, -0.48755, 1.26759)  -0.90
O (0.44388, 0.56137, -0.69968)  -0.94
C (-0.56481, -2.61264, 0.27615)  -0.09
C (-0.14779, 0.65598, -3.01979)  -0.09
C (-0.90987, -1.84623, 1.54415)  -0.08
C (-0.40403, 1.21435, -1.63950)  -0.09
C (-0.42893, 2.39953, 1.29741)  -1.15
C (1.55432, 0.07852, 1.93377)  -1.18
Si (0.08409, 0.61999, 0.92912)  2.10
H (0.53298, -1.28749, -0.67860)  0.49
H (1.65128, 0.30250, -2.58268)  0.47
H (-1.42095, -2.57709, -0.43044)  0.16
H (-0.43369, -3.69965, 0.50488)  0.19
H (-0.67970, 1.24126, -3.77890)  0.19
H (-0.45706, -0.40083, -3.12607)  0.16
H (-0.13436, -1.82948, 2.30806)  0.17
H (-1.81096, -2.32048, 2.02087)  0.19
H (-1.45362, 1.14069, -1.30332)  0.18
H (-0.10191, 2.27934, -1.57605)  0.18
H (0.38259, 3.04289, 0.92475)  0.25
H (-0.57759, 2.57870, 2.35372)  0.25
H (-1.36535, 2.51399, 0.76189)  0.24
H (1.74399, -0.99061, 1.77834)  0.26
H (1.39085, 0.27332, 3.00085)  0.25
H (2.44027, 0.60684, 1.66137)  0.25

Its largest force on an atom is 1.8 eV Å⁻¹. As for the SMILES: C[Si](C)(OCCO)OCCO. The value obtained for the gap between HOMO and LUMO is 10.83 eV.


> Number 3 is which compound?

C6H16O3